DFT (ωB97M-V with the def2-TZVPD basis set) results for a molecular structure, C20H41Br2N10O18 at a distorted geometry.

```
91
Properties=species:S:1:pos:R:3:lowdin_charge:R:1
Br 1.339 -3.819 2.360 0.600
Br 2.988 -1.719 0.670 0.445
O 2.210 9.100 0.160 0.054
O -0.737 1.389 7.234 0.055
O 0.255 3.231 2.537 0.074
O -1.063 5.509 -1.468 0.041
O -1.262 -3.893 5.255 0.041
O -2.708 5.050 -2.794 0.054
O -2.698 -4.226 -6.251 0.040
O 1.368 2.131 -5.635 0.071
O -5.692 -1.440 5.524 0.076
O -4.098 -0.928 6.893 0.058
O 2.512 7.519 -1.286 0.067
O -0.573 4.772 1.264 0.032
O 3.366 -8.393 0.897 0.046
O -2.583 -2.152 -5.644 0.059
O 2.754 3.608 -6.400 0.053
O -0.956 0.542 5.255 0.046
O 0.027 -2.301 4.556 -0.032
O 3.129 -9.218 -1.089 0.060
N -0.314 1.071 6.138 -0.419
N -2.246 5.389 -1.722 -0.440
N -5.268 -1.095 6.608 -0.430
N -1.056 -2.755 4.873 -0.435
N 0.329 4.042 1.637 -0.436
N 1.645 3.231 -6.063 -0.447
N 3.783 -8.710 -0.197 -0.445
N 1.851 8.394 -0.764 -0.450
N -2.100 -3.251 -5.827 -0.451
N 2.314 -3.646 -1.427 -0.158
C -2.233 -1.849 4.791 0.026
C 1.628 4.160 0.922 0.058
C 0.546 -1.845 -1.838 -0.198
C -0.476 0.808 -2.695 -0.244
C 5.221 -8.448 -0.466 0.042
C -1.007 2.242 -3.099 -0.093
C -1.419 -0.255 -2.396 -0.080
C -0.890 -1.540 -1.981 -0.065
C 2.482 -4.633 0.925 -0.696
C 1.836 -5.926 0.324 -0.173
C 0.525 4.202 -6.186 0.042
C 0.481 8.629 -1.294 0.037
C 1.500 -0.803 -2.176 -0.085
C -3.213 5.676 -0.630 0.046
C 1.118 1.356 5.858 0.052
C 2.975 -3.565 -0.181 -0.801
C -6.273 -0.858 7.678 0.044
C 0.998 0.496 -2.595 -0.043
C -0.657 -3.433 -5.512 0.047
C 0.902 -3.284 -1.328 -0.320
H -0.208 3.773 -6.865 0.101
H -0.218 8.462 -0.479 0.098
H 5.799 -9.009 0.266 0.095
H 1.262 2.430 5.950 0.097
H -3.786 4.768 -0.453 0.107
H 0.740 -5.707 0.183 0.064
H -1.730 2.245 -3.947 0.076
H 3.411 -4.961 1.475 0.071
H 4.057 -3.810 -0.383 0.071
H 1.350 1.020 4.851 0.102
H -6.813 -1.790 7.832 0.100
H -0.158 -3.736 -6.430 0.096
H 5.453 -8.778 -1.475 0.091
H -2.660 5.962 0.260 0.080
H -3.854 6.488 -0.966 0.097
H -2.659 -1.773 5.791 0.063
H 1.978 5.183 1.045 0.095
H 0.438 9.658 -1.647 0.098
H 0.337 -4.002 -2.003 0.099
H 5.385 -7.378 -0.362 0.102
H 1.710 0.814 6.592 0.100
H -1.624 -2.346 -1.724 0.101
H -1.904 -0.879 4.438 0.062
H 0.297 7.934 -2.108 0.086
H 2.330 3.456 1.357 0.098
H -5.755 -0.558 8.584 0.094
H 0.915 5.137 -6.579 0.090
H 0.104 4.345 -5.192 0.084
H -0.582 -4.204 -4.748 0.099
H -1.532 2.638 -2.184 0.059
H 2.589 -1.024 -2.075 0.069
H 1.866 -6.758 1.074 0.054
H 2.243 -6.221 -0.672 0.071
H -2.941 -2.293 4.094 0.105
H -0.141 2.942 -3.259 0.052
H -2.528 -0.130 -2.461 0.099
H -6.938 -0.069 7.333 0.099
H -0.256 -2.491 -5.147 0.094
H 1.677 1.351 -2.845 0.084
H 1.447 3.929 -0.126 0.102
H 0.446 -3.401 -0.307 0.070
```

Computed properties:
charge: -1
E_HOMO: -3.1 eV
gap between HOMO and LUMO: 0.1659 hartree
F_max: 4.041 eV/A

***

DFT (ωB97M-V with the def2-TZVPD basis set) results for 2 unconnected molecules or ions with the total composition C9H9N3O2 at a distorted geometry.

```
23
Properties=species:S:1:pos:R:3:lowdin_charge:R:1
O -3.351 2.384 -0.513 0.036
O -0.156 -1.005 -0.082 -0.006
N -1.806 0.630 -0.450 0.191
N -4.014 0.236 0.000 0.099
N 1.495 -0.012 0.504 0.059
C -1.303 -0.680 -0.123 -0.388
C 4.004 0.401 -0.480 -0.105
C 3.246 -0.706 -0.873 -0.064
C 3.523 1.242 0.416 -0.124
C 2.266 1.054 1.044 -0.018
C -3.694 -1.072 0.429 -0.082
C 2.033 -0.733 -0.413 -0.246
C -3.059 1.187 -0.336 -0.512
C -2.444 -1.515 0.292 -0.008
H -2.398 -2.594 0.558 0.121
H -1.050 1.404 -0.445 0.200
H 5.068 0.555 -0.550 0.107
H 1.396 -1.579 -0.729 0.124
H 3.628 -1.632 -1.342 0.125
H -5.036 0.428 -0.061 0.170
H -4.448 -1.801 0.716 0.122
H 4.134 2.155 0.568 0.111
H 1.966 1.653 1.870 0.088
```

Computed properties:
charge: 0
E_HOMO: -8.4 eV
gap between HOMO and LUMO: 0.3308 hartree
F_max: 8.324 eV/A

***

DFT (ωB97M-V with the def2-TZVPD basis set) results for 3 unconnected molecules or ions with the total composition C30H45F2N3O7 at a distorted geometry.

```
87
Properties=species:S:1:pos:R:3:lowdin_spin:R:1
F 2.442 5.626 0.587 0.000
F -1.366 5.141 -0.567 0.000
O -5.629 0.084 -2.001 0.571
O 6.302 -1.145 4.128 0.577
O 2.838 3.095 -0.615 0.000
O 0.323 4.971 -2.003 0.000
O 4.675 1.712 -0.159 0.000
O 2.509 0.918 -0.190 0.000
O 1.035 4.975 2.124 0.000
N 0.610 3.999 0.108 0.000
N -6.906 -0.160 -2.284 0.338
N 6.831 -1.783 3.087 0.335
C -9.098 -0.626 -1.148 0.001
C 8.954 -0.433 3.032 0.013
C -3.354 2.419 0.412 0.000
C 0.234 0.737 0.780 0.000
C 8.702 -2.306 4.683 -0.001
C -6.951 -1.062 -3.473 0.025
C 1.372 4.871 0.989 0.000
C -7.557 -0.663 -1.035 0.026
C -6.703 -2.549 -3.127 0.014
C 8.594 0.124 1.660 0.001
C 8.314 -1.807 3.277 0.025
C 1.397 2.884 -0.426 0.000
C -1.447 1.040 -1.304 0.000
C -7.385 -3.053 -1.860 0.001
C 6.377 -2.171 0.684 0.002
C -8.313 -0.860 -4.196 0.002
C -5.909 -0.703 -4.557 -0.001
C -0.100 4.728 -0.927 0.000
C -7.134 -2.100 -0.698 0.014
C -3.733 2.213 -0.994 0.001
C -7.262 0.251 0.171 -0.001
C 4.827 -0.748 1.911 -0.001
C -1.076 1.235 0.102 0.000
C -2.063 1.945 0.952 0.000
C 1.497 1.653 0.532 0.000
C 7.081 0.168 1.476 0.014
C 3.524 1.910 -0.322 0.000
C 8.987 -2.830 2.333 0.001
C -2.738 1.519 -1.847 0.000
C 6.325 -1.132 1.841 0.025
H -7.543 1.286 -0.045 0.000
H -7.002 -3.182 -3.968 0.001
H 6.768 -1.733 -0.237 0.000
H -9.049 -0.319 -3.608 0.001
H 8.635 0.277 3.802 0.003
H 8.548 -3.823 2.448 0.001
H -7.833 -0.069 1.045 0.000
H 6.705 0.989 2.096 0.002
H 0.506 -0.316 0.467 0.000
H 1.894 1.915 1.550 0.000
H -8.201 -0.257 -5.101 0.000
H 0.096 0.675 1.899 0.000
H 9.059 -0.460 0.861 0.000
H 4.467 -0.437 0.930 0.000
H 5.384 -2.568 0.458 0.000
H 10.042 -0.502 3.118 0.001
H -6.210 0.235 0.464 -0.001
H -0.754 0.498 -1.994 0.000
H -3.025 1.343 -2.910 0.000
H -1.877 2.125 2.037 0.000
H 10.053 -2.916 2.558 0.000
H -9.559 -0.892 -0.193 0.000
H -9.452 0.372 -1.414 0.001
H -4.887 -0.932 -4.247 0.000
H 9.785 -2.423 4.765 0.000
H -9.499 -1.335 -1.872 0.000
H -6.991 -4.042 -1.608 0.001
H 8.933 -2.553 1.281 0.000
H 8.250 -3.280 4.891 0.000
H 8.998 1.137 1.564 0.001
H 6.858 0.454 0.445 0.001
H -5.953 0.357 -4.819 0.000
H -7.674 -2.457 0.183 0.001
H 8.403 -1.615 5.473 -0.001
H 4.641 0.089 2.589 0.000
H 4.212 -1.590 2.239 0.000
H -8.759 -1.813 -4.495 0.000
H 6.968 -3.054 0.910 0.001
H -4.727 2.552 -1.384 0.001
H -6.071 -2.131 -0.433 0.003
H 1.105 2.571 -1.471 0.000
H -6.097 -1.278 -5.467 0.000
H -5.627 -2.714 -3.001 0.002
H -8.456 -3.193 -2.033 0.000
H -4.084 2.926 1.090 0.000
```

Computed properties:
charge: 0
E_HOMO (alpha / beta): -8.6 / -9.1 eV
gap between HOMO and LUMO (alpha / beta): 0.3180 / 0.3254 hartree
multiplicity: 3
F_max: 3.635 eV/A

***

DFT (ωB97M-V with the def2-TZVPD basis set) results for 10 unconnected molecules or ions with the total composition C13H47N19O10 at a distorted geometry.

```
89
Properties=species:S:1:pos:R:3:lowdin_charge:R:1
O 2.363 -3.878 0.401 0.003
O 1.943 0.842 1.973 -0.048
O 0.127 -1.521 5.378 -0.172
O 2.587 -0.566 -1.173 -0.030
O -5.136 2.868 -2.780 0.021
O -1.306 -2.138 -4.079 -0.032
O -0.536 4.356 4.109 0.008
O 1.153 1.101 -6.978 0.013
O -2.282 -0.462 -0.707 -0.028
O -0.975 3.768 -0.195 0.035
N -4.949 1.319 -1.080 0.156
N -2.287 0.329 3.361 0.059
N 1.295 -4.296 2.372 0.154
N -0.314 0.598 -5.303 0.150
N 0.583 2.698 -1.452 0.165
N 4.203 0.740 2.098 0.179
N 1.180 -2.208 1.398 0.192
N 3.159 2.393 0.866 0.194
N -2.571 -3.596 -2.854 0.176
N 0.385 -1.045 -6.730 0.153
N -0.256 -0.598 -1.725 0.196
N -0.015 2.993 2.369 0.168
N -0.092 4.836 -2.011 0.158
N -3.284 1.551 -2.637 0.145
N 4.218 -0.494 -2.777 0.160
N -0.389 0.019 0.476 0.178
N 3.583 -2.496 -1.791 0.181
N -3.512 -1.693 -3.771 0.180
N 1.260 2.956 4.301 0.151
C 0.478 0.279 -6.383 -0.684
C -0.320 -0.653 4.365 -0.223
C -1.050 -0.319 -0.661 -0.651
C -1.814 -0.787 4.192 -0.427
C -2.256 -2.075 3.546 -0.068
C 1.691 -3.459 1.339 -0.633
C -4.536 1.973 -2.215 -0.669
C 1.516 -1.449 5.564 -0.112
C 0.164 3.467 3.639 -0.684
C -0.197 3.791 -1.125 -0.652
C -2.401 -2.462 -3.588 -0.645
C 3.044 1.284 1.624 -0.650
C 3.436 -1.150 -1.861 -0.629
H -1.805 -4.011 -2.359 0.113
H 1.733 -5.201 2.352 0.098
H -1.847 1.188 3.669 0.064
H 0.570 -1.912 2.140 0.056
H 0.971 -1.396 -7.463 0.097
H 1.766 2.186 3.905 0.059
H 4.103 -0.144 2.560 0.106
H -3.509 -3.691 -2.504 0.098
H 0.207 -0.837 3.411 0.088
H -4.405 -2.082 -3.532 0.102
H -3.099 1.630 -3.618 0.084
H -0.163 -1.692 -6.188 0.070
H 5.056 1.034 1.659 0.100
H 0.524 2.176 2.117 0.036
H 0.609 0.147 0.514 0.041
H -0.974 -0.053 -4.913 0.049
H -0.695 -1.123 -2.464 0.056
H 1.456 -1.518 0.716 0.058
H -2.253 -0.742 5.199 0.142
H 3.873 0.410 -3.042 0.101
H -5.886 1.364 -0.724 0.097
H -2.137 -2.154 2.460 0.074
H -3.345 -2.198 3.640 0.078
H 4.052 2.677 0.504 0.104
H -1.900 -3.009 3.991 0.078
H -0.498 5.729 -1.800 0.105
H -0.342 1.585 -5.121 0.094
H 1.833 -2.236 6.246 0.089
H -3.294 0.386 3.371 0.084
H -0.938 0.096 1.320 0.079
H -3.437 -0.762 -4.132 0.090
H 1.184 -3.883 3.283 0.084
H 2.065 -1.633 4.628 0.077
H 0.262 1.834 -1.044 0.056
H 1.279 2.685 -2.171 0.091
H 4.320 -2.904 -2.334 0.100
H -0.600 3.529 1.746 0.070
H 1.777 -0.459 5.953 0.092
H 0.739 -0.519 -1.568 0.049
H 2.363 2.882 0.489 0.089
H 3.009 -3.032 -1.149 0.061
H 1.404 3.380 5.198 0.098
H -0.022 0.380 4.609 0.120
H 0.658 4.811 -2.677 0.087
H -2.817 0.876 -2.041 0.037
H -4.490 0.436 -0.910 0.066
H 4.750 -1.048 -3.422 0.096
```

Computed properties:
charge: 0
E_HOMO: -9.1 eV
gap between HOMO and LUMO: 0.3329 hartree
F_max: 1.765 eV/A

***

DFT (ωB97M-V with the def2-TZVPD basis set) results for a molecular structure, CH4P2 at a distorted geometry.

```
7
Properties=species:S:1:pos:R:3:lowdin_charge:R:1
P 1.602 0.495 -0.243 0.656
P -1.734 0.552 0.053 0.657
C 0.388 -0.334 0.506 -0.691
H 2.689 -0.248 0.270 -0.170
H -2.067 -0.557 -0.731 -0.194
H 0.368 -1.155 1.197 -0.056
H -1.246 1.247 -1.052 -0.202
```

Computed properties:
charge: 0
E_HOMO: -9.4 eV
gap between HOMO and LUMO: 0.3532 hartree
F_max: 3.465 eV/A

***

DFT (ωB97M-V with the def2-TZVPD basis set) results for a molecular structure, C17H28B11Br6NO4S4Sr at a distorted geometry.

```
72
Properties=species:S:1:pos:R:3:lowdin_charge:R:1
Sr 0.683 -0.380 1.482 1.365
Br 0.843 0.881 -1.096 0.867
Br -1.471 -1.190 -6.320 0.873
Br 3.198 2.010 -3.648 0.847
Br 1.743 0.811 -7.087 0.872
Br -0.622 1.942 -4.174 0.871
Br -1.927 -1.181 -2.423 0.903
S -3.656 4.152 2.180 0.859
S -0.080 -2.632 2.909 0.625
S -2.215 2.746 -0.624 0.811
S -2.666 0.848 2.148 0.824
O 2.512 -1.722 0.791 -0.035
O 2.360 2.986 2.354 -0.103
O 0.012 -1.227 3.415 -0.520
O -1.321 -3.290 3.092 -0.233
N 0.438 -2.559 1.382 -0.265
C 1.500 -4.092 4.764 -0.014
C -4.733 2.732 2.489 -0.532
C -3.091 4.303 -0.629 -0.544
C 1.850 -2.522 1.443 -0.548
C 2.359 -3.341 2.615 -0.123
C -3.552 1.545 -0.513 -0.513
C -4.109 4.590 0.487 -0.535
C 3.493 2.207 1.852 -0.014
C 0.136 3.351 2.704 -0.092
C 2.155 -2.372 -3.934 0.051
C -3.369 0.434 0.542 -0.526
C 2.761 -4.625 5.017 -0.049
C 3.796 -4.513 4.091 -0.045
C 3.613 -3.851 2.877 0.013
C 1.333 -3.473 3.544 -0.215
C 1.198 2.414 2.246 -0.161
C -4.050 1.495 3.070 -0.541
B 0.481 -2.532 -4.156 -0.267
B 0.016 -1.110 -5.095 -0.923
B 0.423 0.329 -4.154 -0.983
B 1.169 -1.998 -2.615 -0.284
B 1.509 -0.177 -5.446 -0.922
B 2.866 -1.044 -4.716 -0.267
B -0.195 -1.146 -3.331 -0.883
B 1.146 -0.246 -2.622 -0.908
B 2.645 -1.084 -2.958 -0.268
B 2.209 0.355 -3.896 -0.912
B 1.531 -1.938 -5.443 -0.279
H -2.285 5.039 -0.599 0.071
H -0.556 2.815 3.360 0.063
H -4.795 0.707 3.193 0.082
H 3.592 -1.176 -2.248 0.167
H -4.315 5.662 0.484 0.069
H -4.326 -0.068 0.713 0.091
H -0.480 3.579 1.823 0.055
H 4.027 1.799 2.705 0.096
H 3.948 -1.145 -5.191 0.169
H 4.417 -3.751 2.160 0.129
H -5.060 4.104 0.272 0.064
H -3.599 4.436 -1.588 0.081
H 2.733 -3.281 -3.893 0.186
H -5.522 3.037 3.177 0.074
H 4.128 2.887 1.297 0.100
H 1.103 -2.743 -1.691 0.162
H -4.477 2.087 -0.331 0.054
H -2.699 -0.324 0.132 0.008
H 0.494 4.270 3.170 0.086
H 1.733 -2.623 -6.391 0.170
H 2.942 -5.133 5.955 0.113
H -0.017 -3.601 -4.254 0.168
H 4.759 -4.948 4.323 0.112
H 3.133 1.426 1.193 0.051
H -5.213 2.469 1.549 0.055
H -3.641 1.708 4.060 0.075
H 0.699 -4.173 5.486 0.128
H -3.647 1.053 -1.483 0.047
```

Computed properties:
charge: 0
E_HOMO: -8.4 eV
gap between HOMO and LUMO: 0.2687 hartree
F_max: 6.905 eV/A

***

DFT (ωB97M-V with the def2-TZVPD basis set) results for a molecular structure, C28H46BrMgN3P2S at a distorted geometry.

```
82
Properties=species:S:1:pos:R:3:lowdin_charge:R:1
Br 1.021 2.985 -2.717 0.805
S 0.766 1.208 1.385 0.610
P 3.110 0.500 -1.652 0.905
P -0.523 -1.253 -0.433 0.892
Mg 0.208 1.183 -1.073 0.222
N 1.748 -0.108 3.524 0.031
N -5.177 -1.562 3.648 0.064
N -0.334 -0.642 3.152 0.032
C -1.940 2.184 -2.408 -0.121
C -2.409 3.230 0.162 0.023
C -1.182 3.477 -0.465 -0.103
C -4.658 2.107 1.588 -0.004
C -5.734 -0.096 1.834 -0.012
C 0.399 -2.607 0.425 -0.395
C 1.409 -0.930 4.682 -0.108
C -3.438 2.531 -0.519 -0.173
C -0.970 2.864 -1.681 -0.473
C 4.471 -0.660 -1.287 -0.411
C -5.828 -1.323 2.499 -0.121
C 3.017 0.332 -3.507 -0.435
C -3.189 2.031 -1.817 0.016
C 1.912 -2.632 0.240 -0.136
C -0.294 -1.896 -2.150 -0.422
C 3.789 2.152 -1.072 -0.440
C 0.706 0.107 2.698 -0.760
C -4.966 0.947 2.399 -0.207
C 5.854 -0.072 -1.486 -0.139
C -2.251 -1.831 -0.094 -0.368
C 4.240 0.626 -4.366 -0.138
C -1.282 -1.373 -3.194 -0.125
C -4.465 -0.583 4.227 -0.138
C -2.508 -2.642 1.185 -0.130
C -4.569 2.019 0.219 -0.028
C 4.609 2.968 -2.056 -0.155
C -4.340 0.692 3.649 -0.009
C -0.012 -1.391 4.363 -0.118
H 4.956 -0.202 -4.292 0.078
H -2.525 -2.444 -0.969 0.082
H 4.321 -0.988 -0.249 0.065
H 0.748 -1.663 -2.442 0.058
H -5.283 1.392 -0.328 0.120
H 2.118 -1.763 4.761 0.132
H 0.138 -2.542 1.493 0.057
H -2.320 -1.591 -2.900 0.073
H 6.605 -0.849 -1.328 0.089
H -0.389 -2.991 -2.067 0.097
H -4.398 3.022 2.104 0.126
H -0.028 -3.545 0.032 0.098
H -1.081 -1.900 -4.140 0.094
H -3.683 1.425 4.120 0.112
H -1.707 1.808 -3.401 0.119
H -6.165 0.038 0.849 0.106
H 4.337 -1.551 -1.917 0.089
H -1.797 -3.475 1.304 0.070
H 3.917 0.689 -5.417 0.088
H -2.515 3.397 1.244 0.133
H -0.405 4.081 -0.005 0.138
H 2.405 -1.781 0.735 0.053
H 4.378 1.937 -0.166 0.085
H 2.295 -3.562 0.691 0.093
H 4.017 3.270 -2.929 0.055
H -3.975 -0.823 5.187 0.115
H -1.186 -0.289 -3.373 0.044
H -3.948 1.416 -2.305 0.140
H 5.515 2.440 -2.377 0.063
H 2.195 -2.635 -0.824 0.064
H 2.618 0.412 3.420 0.155
H 1.438 -0.319 5.594 0.133
H -6.440 -2.108 2.044 0.120
H 6.054 0.735 -0.778 0.072
H -0.725 -1.145 5.160 0.128
H 4.951 3.884 -1.554 0.090
H -2.886 -0.925 -0.110 0.069
H -3.518 -3.076 1.127 0.087
H 4.729 1.578 -4.127 0.052
H -0.032 -2.475 4.178 0.127
H 5.991 0.300 -2.505 0.054
H -2.476 -2.021 2.096 0.049
H 2.913 2.735 -0.737 0.012
H 2.158 0.942 -3.837 -0.003
H -1.245 -0.651 2.706 0.112
H 2.739 -0.726 -3.666 0.077
```

Computed properties:
charge: +2
E_HOMO: -13.5 eV
gap between HOMO and LUMO: 0.2443 hartree
F_max: 3.018 eV/A

***

DFT (ωB97M-V with the def2-TZVPD basis set) results for a gas-phase ion, C3H6FO2S (charge -1) at a distorted geometry.

```
13
Properties=species:S:1:pos:R:3:lowdin_charge:R:1
S 1.165 0.127 2.149 0.619
F 1.621 -0.386 -0.599 -0.125
O 2.655 0.380 2.069 -0.598
O 0.835 -1.268 2.507 -0.569
C -0.716 -0.171 -0.023 -0.237
C 0.681 0.295 0.255 -0.438
C -1.108 0.037 -1.528 -0.086
H -2.154 -0.224 -1.573 0.059
H -1.209 1.048 -1.729 0.036
H -0.564 -0.382 -2.254 0.025
H -1.318 0.408 0.807 0.146
H 0.884 1.308 -0.178 0.117
H -0.771 -1.171 0.096 0.053
```

Computed properties:
charge: -1
E_HOMO: -3.1 eV
gap between HOMO and LUMO: 0.2553 hartree
F_max: 5.536 eV/A